Formula: C41H48FN11O2
Source: the OMol25 dataset
Level of theory: ωB97M-V with the def2-TZVPD basis set

The geometry in XYZ format:
```
103
Properties=species:S:1:pos:R:3:forces:R:3
O 9.1775 -4.1760 3.0939 -1.7 -0.1 0.2
C 8.7613 -3.8978 1.9740 4.3 -0.4 1.4
O 9.3950 -3.6184 0.9758 -1.8 0.3 -1.2
N 7.2220 -3.8696 1.9055 -1.6 0.3 -0.4
C 6.5714 -2.7232 1.9383 0.4 2.4 0.0
C 5.1889 -2.5207 1.8768 -0.9 -2.4 0.0
C 4.4571 -3.7359 1.8111 2.9 1.9 0.2
F 3.1453 -3.7517 1.7470 0.2 -0.5 0.1
C 5.2663 -4.8983 1.8206 -2.5 -1.5 -0.1
N 6.5683 -5.0019 1.8452 0.1 0.3 0.1
H 7.1978 -1.8234 2.0154 0.0 -0.6 -0.1
H 4.6960 -1.5470 1.9063 0.4 -0.3 0.0
H 4.7214 -5.8549 1.8045 0.4 0.4 -0.1
N 2.4712 -0.4734 -0.8366 -0.1 -0.1 0.0
C 2.2067 -1.7422 -0.4029 0.1 0.1 0.0
C 0.8498 -1.9357 -0.4702 0.0 -0.1 0.0
C 0.2750 -0.7365 -0.9692 -0.1 0.1 0.0
C 1.3001 0.1435 -1.1879 0.1 0.1 0.0
H 3.3836 -0.0566 -0.8909 0.0 0.0 -0.1
H 2.9998 -2.3933 -0.0860 0.0 0.0 -0.1
H 0.3272 -2.8395 -0.1931 0.0 0.0 0.0
H -0.7704 -0.5439 -1.1477 0.0 0.0 0.0
H 1.2998 1.1546 -1.5613 0.0 0.0 0.0
N 0.1813 -1.3664 2.7384 0.0 0.0 0.1
C 0.5739 -0.3295 3.5388 0.0 0.0 -0.1
C -0.3142 -0.2377 4.5790 0.1 0.1 0.0
C -1.2779 -1.2639 4.4015 -0.1 -0.1 0.0
C -0.9426 -1.9437 3.2591 0.0 0.0 -0.1
H 0.6480 -1.6602 1.8962 0.0 0.1 0.0
H 1.4480 0.2533 3.2992 0.0 0.0 0.0
H -0.2762 0.4840 5.3785 0.0 0.0 0.0
H -2.1200 -1.4788 5.0394 0.0 0.0 0.0
H -1.4061 -2.7852 2.7726 0.1 0.0 0.0
N -1.7665 2.2237 -4.7291 0.0 0.0 0.0
C -0.8630 1.6566 -3.8718 -0.1 0.1 0.0
C -0.3711 0.5237 -4.4632 0.1 0.0 0.0
C -0.9983 0.4037 -5.7305 0.0 0.0 -0.1
C -1.8508 1.4680 -5.8660 0.0 0.0 0.0
H -2.2864 3.0646 -4.5516 0.0 0.0 0.0
H -0.6497 2.1068 -2.9168 0.0 0.0 0.0
H 0.3585 -0.1432 -4.0333 0.0 0.0 0.0
H -0.8414 -0.3744 -6.4594 0.0 0.0 0.0
H -2.5088 1.7515 -6.6702 0.0 0.0 0.0
N 0.1048 4.2590 -1.0204 0.2 0.0 0.0
C 0.9696 4.5240 -2.0502 -0.1 -0.1 -0.1
C 1.7820 5.5562 -1.6619 0.0 0.0 0.0
C 1.3965 5.9261 -0.3450 0.0 0.0 0.0
C 0.3627 5.1067 0.0231 0.0 -0.1 0.1
H -0.6087 3.5524 -1.0285 0.0 0.0 0.0
H 0.9295 3.9573 -2.9664 0.0 0.1 0.0
H 2.5662 5.9973 -2.2551 0.0 0.0 0.0
H 1.8294 6.7045 0.2619 0.0 0.0 0.0
H -0.2116 5.0537 0.9332 0.0 0.0 0.0
N 0.7266 -4.0568 -3.2113 0.0 -0.1 -0.1
C 0.3106 -5.3396 -2.9796 0.0 0.1 0.0
C 0.3300 -6.0120 -4.1734 0.0 -0.1 0.1
C 0.7806 -5.1003 -5.1637 0.0 0.1 -0.1
C 1.0191 -3.9044 -4.5386 0.0 0.1 0.0
H 0.8055 -3.3375 -2.5134 0.0 0.0 0.0
H 0.0363 -5.6617 -1.9885 0.0 0.0 0.0
H 0.0532 -7.0432 -4.3202 0.0 0.0 0.0
H 0.9148 -5.2996 -6.2144 0.0 0.0 0.0
H 1.3697 -2.9607 -4.9226 0.0 0.0 0.0
N -2.2445 7.8751 -1.7848 -0.1 0.0 0.0
C -2.5182 6.6056 -1.3596 0.0 0.0 0.0
C -3.8751 6.4209 -1.4278 0.0 -0.1 0.0
C -4.4409 7.6273 -1.9194 0.0 0.1 0.0
C -3.4088 8.5030 -2.1322 0.0 0.0 0.0
H -1.3282 8.2832 -1.8350 0.0 0.0 0.0
H -1.7262 5.9474 -1.0455 -0.1 0.1 0.0
H -4.4034 5.5210 -1.1565 0.0 0.0 0.0
H -5.4852 7.8282 -2.0966 0.0 0.0 0.0
H -3.3997 9.5154 -2.4984 0.0 0.0 0.0
N -3.7736 11.7160 -4.1269 0.1 0.0 0.0
C -3.6116 11.5120 -5.4706 -0.1 0.0 0.0
C -2.5690 12.2930 -5.8925 0.0 -0.1 0.0
C -2.0780 12.9924 -4.7580 0.0 0.0 0.1
C -2.8390 12.6138 -3.6845 0.0 0.0 0.1
H -4.4700 11.2754 -3.5542 0.0 0.0 0.0
H -4.2514 10.8319 -6.0076 0.0 0.0 0.0
H -2.1978 12.3556 -6.9024 0.0 0.0 0.0
H -1.2593 13.6929 -4.7336 0.0 0.0 0.0
H -2.7984 12.9045 -2.6479 0.0 0.0 0.0
N -3.2704 -4.9005 2.8459 0.0 -0.1 0.0
C -3.3520 -6.0682 2.1341 0.0 0.1 -0.1
C -3.2789 -7.1080 3.0213 0.0 0.0 -0.1
C -3.1535 -6.5459 4.3200 0.1 0.0 0.1
C -3.1538 -5.1838 4.1787 0.1 0.1 0.0
H -3.2935 -3.9785 2.4499 -0.1 0.0 0.0
H -3.4534 -6.0565 1.0617 0.0 0.0 0.0
H -3.3128 -8.1553 2.7687 0.0 0.0 0.0
H -3.0736 -7.0818 5.2524 -0.1 0.0 0.0
H -3.0804 -4.3944 4.9082 0.0 0.0 0.0
N -0.6184 -8.1976 6.7367 0.0 -0.1 0.0
C 0.6060 -8.7617 6.9706 0.0 0.0 -0.1
C 0.7660 -8.8759 8.3263 0.1 0.0 0.0
C -0.4108 -8.3654 8.9348 -0.1 0.0 0.0
C -1.2460 -7.9576 7.9286 0.0 0.1 -0.1
H -0.9984 -7.9917 5.8297 0.0 0.0 0.0
H 1.2555 -9.0308 6.1546 0.0 0.0 0.0
H 1.6301 -9.2815 8.8265 0.0 0.0 0.0
H -0.6202 -8.3051 9.9903 0.0 0.0 0.0
H -2.2291 -7.5176 7.9573 0.0 0.0 0.0
```
Positions in Å, forces in eV/Å.

The calculation puts the HOMO energy at -0.30501 hartree. The gap between HOMO and LUMO comes out at 6.603 eV. Its net charge is 0. The value obtained for the total energy is -66494.5354 eV.

These are the Mulliken partial charges, in e, on atoms 1 to 4: number 1, O, carries -0.599; number 2, C, carries 0.435; number 3, O, carries -0.576; number 4, N, carries 0.709